A | 50
Properties=species:S:1:pos:R:3:lowdin_charge:R:1 method="wB97M-V/def2-TZVPD" spin_multiplicity=1 smiles="O=C(O)[C@@H](c1ccc(OCc2ccc3ccccc3n2)cc1)C1CCCC1" orbital_gap_ev=8.3 lumo_ev=0.3 e_homo_ev=-8.05
O 4.231 1.194 -1.072 0.111
C 3.985 1.105 0.101 -0.492
O 4.850 1.539 1.035 0.115
C 2.730 0.572 0.746 -0.155
C 1.503 1.347 0.313 -0.183
C 0.456 1.479 1.215 -0.025
C -0.725 2.106 0.867 -0.019
C -0.887 2.616 -0.417 -0.283
O -2.000 3.257 -0.876 -0.031
C -3.199 3.129 -0.159 -0.142
C -3.680 1.703 -0.016 -0.253
C -4.906 1.447 0.641 -0.009
C -5.322 0.153 0.772 -0.006
C -4.516 -0.891 0.266 -0.157
C -4.852 -2.254 0.367 -0.039
C -4.013 -3.210 -0.138 -0.084
C -2.808 -2.846 -0.760 -0.077
C -2.454 -1.530 -0.879 -0.005
C -3.301 -0.525 -0.373 -0.204
N -2.924 0.761 -0.504 0.181
C 0.172 2.514 -1.317 0.013
C 1.347 1.886 -0.958 -0.020
C 2.498 -0.942 0.497 -0.254
C 3.558 -1.817 1.172 -0.146
C 4.686 -1.916 0.150 -0.180
C 3.985 -1.914 -1.215 -0.171
C 2.572 -1.351 -0.979 -0.136
H 5.642 1.910 0.614 0.134
H 2.857 0.707 1.825 0.146
H 0.559 1.079 2.215 0.119
H -1.514 2.176 1.599 0.111
H -3.933 3.704 -0.733 0.140
H -3.121 3.587 0.840 0.134
H -5.491 2.271 1.021 0.113
H -6.256 -0.088 1.260 0.116
H -5.779 -2.529 0.851 0.111
H -4.272 -4.255 -0.059 0.102
H -2.161 -3.620 -1.146 0.102
H -1.533 -1.224 -1.350 0.113
H 0.046 2.927 -2.305 0.119
H 2.150 1.824 -1.676 0.107
H 1.505 -1.156 0.906 0.140
H 3.137 -2.807 1.353 0.117
H 3.895 -1.409 2.125 0.114
H 5.346 -1.052 0.239 0.096
H 5.293 -2.809 0.298 0.106
H 4.533 -1.301 -1.929 0.100
H 3.929 -2.925 -1.617 0.103
H 1.822 -2.117 -1.179 0.110
H 2.365 -0.506 -1.631 0.098

B | 50
Properties=species:S:1:pos:R:3:lowdin_charge:R:1 method="wB97M-V/def2-TZVPD" spin_multiplicity=1 smiles="O=C(O)[C@@H](c1ccc(OCc2ccc3ccccc3n2)cc1)C1CCCC1" orbital_gap_ev=8.6 lumo_ev=0.2 e_homo_ev=-8.45
O 2.346 1.204 -4.348 0.111
C 1.741 0.952 -3.340 -0.508
O 2.000 -0.140 -2.611 0.120
C 0.634 1.808 -2.756 -0.157
C -0.430 0.926 -2.143 -0.189
C -0.739 0.896 -0.794 -0.008
C -1.727 0.058 -0.298 0.006
C -2.427 -0.777 -1.157 -0.267
O -3.415 -1.642 -0.784 -0.050
C -3.774 -1.707 0.577 -0.134
C -2.686 -2.252 1.471 -0.274
C -1.781 -3.215 0.975 0.007
C -0.811 -3.695 1.808 0.004
C -0.748 -3.228 3.138 -0.157
C 0.211 -3.669 4.072 -0.038
C 0.213 -3.174 5.346 -0.084
C -0.739 -2.220 5.741 -0.080
C -1.682 -1.769 4.860 -0.016
C -1.710 -2.262 3.539 -0.220
N -2.650 -1.794 2.694 0.163
C -2.123 -0.754 -2.518 0.009
C -1.143 0.085 -2.997 -0.023
C 1.235 2.881 -1.823 -0.254
C 2.055 3.917 -2.622 -0.147
C 3.303 4.181 -1.781 -0.187
C 3.590 2.814 -1.173 -0.184
C 2.202 2.327 -0.755 -0.159
H 2.719 -0.650 -3.017 0.141
H 0.187 2.342 -3.604 0.164
H -0.215 1.528 -0.096 0.107
H -1.931 0.066 0.760 0.108
H -4.631 -2.389 0.604 0.139
H -4.100 -0.731 0.956 0.133
H -1.869 -3.545 -0.049 0.120
H -0.094 -4.429 1.468 0.117
H 0.940 -4.404 3.761 0.112
H 0.948 -3.515 6.061 0.102
H -0.718 -1.843 6.754 0.102
H -2.421 -1.037 5.144 0.110
H -2.674 -1.403 -3.181 0.119
H -0.922 0.093 -4.055 0.125
H 0.390 3.379 -1.340 0.141
H 1.484 4.824 -2.814 0.114
H 2.353 3.494 -3.581 0.106
H 4.130 4.562 -2.377 0.108
H 3.084 4.901 -0.990 0.112
H 4.010 2.156 -1.936 0.111
H 4.284 2.857 -0.334 0.108
H 1.954 2.749 0.221 0.116
H 2.152 1.243 -0.677 0.103

Most stable: B

A | 8
Properties=species:S:1:pos:R:3:lowdin_charge:R:1 method="wB97M-V/def2-TZVPD" spin_multiplicity=1 smiles="C=C.Br" orbital_gap_ev=11.1 lumo_ev=0.9 e_homo_ev=-10.17
C -0.791 0.191 -0.513 -0.063
C -1.799 -0.037 0.256 -0.051
H -0.175 0.979 -0.383 0.015
H -0.599 -0.473 -1.284 0.034
H -2.502 -0.745 -0.072 0.045
H -1.831 0.534 1.084 0.016
Br 3.616 0.001 -0.137 0.358
H 4.080 -0.450 1.049 -0.354

B | 8
Properties=species:S:1:pos:R:3:lowdin_charge:R:1 method="wB97M-V/def2-TZVPD" spin_multiplicity=1 smiles="C=C.Br" orbital_gap_ev=10.6 lumo_ev=0.6 e_homo_ev=-10.02
C 0.893 0.215 0.048 -0.072
C -0.402 -0.169 -0.013 -0.098
H 1.329 0.830 0.817 0.034
H 1.539 0.173 -0.824 0.042
H -0.563 -0.448 -1.038 0.037
H -1.163 0.083 0.652 -0.033
Br -3.913 -0.192 -0.026 0.325
H -4.494 -0.757 -1.252 -0.236

Most stable: B

A | 25
Properties=species:S:1:pos:R:3:lowdin_charge:R:1 method="wB97M-V/def2-TZVPD" spin_multiplicity=1 total_charge=+1 orbital_gap_ev="6.5 / 6.5" lumo_ev="-7.8 / -7.8" e_homo_ev="-14.28 / -14.28"
C 0.670 1.411 -2.624 -0.572
C 0.401 -0.825 -1.164 -0.397
C -0.157 0.172 -2.161 0.015
C -2.041 0.294 0.509 -0.030
C 0.665 -1.083 2.634 -0.067
C -0.584 0.782 0.577 -0.249
C 0.302 -1.482 1.246 -0.272
N 1.473 1.945 -1.781 0.267
N 0.311 -0.390 0.345 -0.450
O 0.491 2.021 -3.663 0.179
O 0.754 -1.933 -1.357 0.197
S 1.988 0.433 0.422 1.010
H -1.120 0.548 -2.140 0.113
H -0.070 -0.432 -3.053 0.147
H -2.195 -0.509 -0.240 0.108
H -2.262 -0.079 1.460 0.062
H -2.648 1.181 0.430 0.097
H 1.702 -0.771 2.725 0.072
H 0.015 -0.294 2.897 0.058
H 0.414 -1.909 3.316 0.118
H -0.263 0.968 1.667 0.127
H -0.506 1.653 -0.021 0.099
H -0.641 -1.884 1.100 0.120
H 1.072 -2.275 0.926 0.175
H 2.230 2.458 -2.052 0.075

B | 25
Properties=species:S:1:pos:R:3:lowdin_charge:R:1 method="wB97M-V/def2-TZVPD" spin_multiplicity=1 total_charge=+1 orbital_gap_ev=9.5 lumo_ev=-4.1 e_homo_ev=-13.59
C 0.921 1.644 0.511 0.085
C -1.017 0.047 0.379 -0.551
C 0.218 0.469 1.260 -0.181
C 2.876 0.444 -0.523 -0.715
C 2.711 -0.254 -1.827 -0.063
C -3.732 -0.913 0.068 -0.085
C -3.239 0.550 0.106 -0.138
N 1.995 1.263 -0.081 0.091
N 1.145 -0.661 1.353 0.103
O -1.020 -0.922 -0.304 0.149
O -1.957 0.786 0.748 0.057
S 4.260 0.136 0.428 0.929
H 0.732 2.759 0.548 0.176
H -0.117 0.981 2.141 0.151
H 1.704 -0.462 -2.287 0.117
H 3.142 -1.213 -1.839 0.059
H 3.260 0.410 -2.595 0.140
H -4.759 -1.083 0.453 0.085
H -3.683 -1.297 -0.940 0.067
H -3.191 -1.749 0.639 0.108
H -4.049 1.079 0.681 0.143
H -3.169 0.867 -0.941 0.131
H 0.912 -1.230 2.107 0.084
H 0.987 -1.176 0.535 0.059
H 5.070 -0.472 -0.619 -0.002

Most stable: B

A | 20
Properties=species:S:1:pos:R:3:lowdin_charge:R:1 method="wB97M-V/def2-TZVPD" spin_multiplicity=1 smiles="C=C(C#N)[C@@H](O)c1ccncc1" orbital_gap_ev=8.7 lumo_ev=-0.5 e_homo_ev=-9.21
C -3.258 -0.008 0.296 0.107
C -1.900 -0.143 -0.364 -0.196
C -2.101 -0.451 -1.712 -0.270
N -1.959 -0.363 -2.849 0.174
C -0.657 -0.569 0.553 -0.199
O -0.909 -2.144 0.497 -0.154
C 0.609 0.156 0.182 -0.232
C 1.356 -0.304 -0.833 0.035
C 2.788 0.155 -0.992 -0.196
N 3.195 1.105 -0.451 0.036
C 2.448 1.678 0.536 -0.094
C 1.269 1.058 1.049 -0.015
H -3.370 0.297 1.349 0.044
H -4.321 -0.261 -0.237 0.121
H -1.072 -0.239 1.652 0.171
H -0.494 -2.608 1.476 0.207
H 1.261 -1.194 -1.238 0.061
H 3.428 -0.341 -1.818 0.141
H 2.770 2.710 0.813 0.116
H 0.914 1.467 2.090 0.142

B | 20
Properties=species:S:1:pos:R:3:lowdin_charge:R:1 method="wB97M-V/def2-TZVPD" spin_multiplicity=1 smiles="Nc1cccc2c(=O)[nH]ccc12" orbital_gap_ev=7.9 lumo_ev=0.0 e_homo_ev=-7.90
N 2.602 -1.553 0.314 0.018
C 1.906 -0.362 -0.101 -0.263
C 2.295 0.949 0.291 -0.023
C 1.338 1.950 -0.140 -0.109
C 0.013 1.909 -0.553 0.009
C -0.412 0.538 -0.238 -0.102
C -1.811 0.423 0.305 -0.375
O -2.474 1.463 0.543 0.013
N -2.385 -0.833 0.117 0.087
C -1.517 -1.994 -0.112 -0.040
C -0.210 -1.669 -0.486 -0.069
C 0.493 -0.477 -0.334 -0.213
H 2.579 -2.125 1.304 0.169
H 3.434 -1.044 0.709 0.062
H 3.312 1.010 0.775 0.121
H 1.827 3.069 -0.227 0.145
H -0.693 2.731 -0.781 0.128
H -3.411 -0.949 0.093 0.157
H -1.977 -3.013 0.054 0.121
H 0.638 -2.295 -1.075 0.164

Most stable: B

A | 7
Properties=species:S:1:pos:R:3:lowdin_charge:R:1 method="wB97M-V/def2-TZVPD" spin_multiplicity=1 orbital_gap_ev=8.4 lumo_ev=-0.2 e_homo_ev=-8.66
C -0.663 -0.366 0.606 -0.587
N 1.322 -0.785 0.222 -0.546
I -1.226 1.497 -0.158 0.725
I 2.197 1.056 -0.081 0.579
H -0.704 -0.251 1.627 -0.053
H -1.006 -1.260 0.194 -0.017
H 1.788 -1.191 0.983 -0.102

B | 7
Properties=species:S:1:pos:R:3:lowdin_charge:R:1 method="wB97M-V/def2-TZVPD" spin_multiplicity=1 orbital_gap_ev=7.7 lumo_ev=-0.9 e_homo_ev=-8.66
C 0.909 -0.004 0.066 -0.127
N -0.824 -0.028 -0.464 -1.213
I -1.701 -1.724 0.093 0.660
I -1.748 1.743 0.177 0.589
H 1.155 0.458 1.046 0.059
H 1.151 -1.013 -0.065 -0.010
H 1.058 0.570 -0.853 0.042

Most stable: B

A | 10
Properties=species:S:1:pos:R:3:lowdin_charge:R:1 method="wB97M-V/def2-TZVPD" spin_multiplicity=1 smiles="C/C=N/F.I" orbital_gap_ev=10.5 lumo_ev=0.9 e_homo_ev=-9.63
C -1.679 -0.774 0.435 -0.096
C -0.834 0.365 -0.065 -0.230
N 0.406 0.329 -0.100 0.041
F 0.909 1.588 -0.501 -0.140
H -1.924 -1.631 -0.318 0.110
H -1.169 -1.419 1.140 0.062
H -2.641 -0.418 0.848 0.073
H -1.526 1.312 -0.257 0.162
I 4.114 -0.305 -0.149 0.407
H 4.343 0.954 -1.034 -0.389

B | 10
Properties=species:S:1:pos:R:3:lowdin_charge:R:1 method="wB97M-V/def2-TZVPD" spin_multiplicity=1 orbital_gap_ev="8.6 / 8.6" lumo_ev="-0.2 / -0.2" e_homo_ev="-8.85 / -8.88"
C 0.238 -0.779 1.019 -0.146
C -0.539 0.260 0.291 -0.851
N 0.263 -0.061 -1.814 -0.030
F -1.872 0.025 0.286 -0.060
I -0.192 2.281 0.681 0.871
H -0.388 -1.043 1.914 0.105
H 0.735 -1.426 0.306 0.067
H 1.124 -0.283 1.544 0.078
H -0.417 0.380 -2.485 -0.010
H 1.047 0.646 -1.742 -0.024

Most stable: A